(1)
Molecular formula: C2H7NS2
Method: DFT, the ωB97M-V functional and the def2-TZVPD basis

Calculated values
HOMO energy: -0.3038 hartree
ΔE to the lowest compared entry with this formula, charge and spin: 1.062 eV
Spin multiplicity: 1
Total charge: 0
SMILES: C=CN.SS

```
12
C2H7NS2 (the ωB97M-V functional and the def2-TZVPD basis)
C 0.168 -1.577 1.019
C 0.383 -0.371 1.554
N 0.936 0.737 0.987
H 0.152 -1.794 -0.046
H -0.034 -2.424 1.643
H 0.072 -0.222 2.584
H 1.242 0.759 0.027
H 1.306 1.487 1.535
S -1.801 0.222 -1.742
S -1.137 1.029 -3.520
H -0.720 -0.001 -0.986
H -0.569 2.156 -3.056
```


(2)
Molecular formula: C9H21BrHfIO2P2
Method: DFT, the ωB97M-V functional and the def2-TZVPD basis

Calculated values
HOMO energy: -0.7195 hartree
ΔE to the lowest compared entry with this formula, charge and spin: 2.404 eV
Spin multiplicity: 1
Total charge: +3

```
37
C9H21BrHfIO2P2 (the ωB97M-V functional and the def2-TZVPD basis)
C 0.000 -0.089 -5.439
C 0.008 0.793 -4.290
H 0.001 0.372 -6.430
H -0.871 -0.717 -5.308
H 0.861 -0.732 -5.316
O 0.017 1.950 -4.088
I -0.007 -0.421 -2.045
Hf -0.005 -0.515 0.821
P 2.579 -0.282 1.008
C 3.328 1.127 1.878
C 3.731 -1.657 1.630
H 4.783 -1.379 1.415
H 4.278 -0.186 -0.435
H 3.515 -2.661 1.206
H 2.831 -0.586 -1.493
H 3.082 1.163 2.941
H 3.584 -1.631 2.714
C 3.216 0.024 -0.648
H 4.411 0.993 1.778
H 3.129 1.101 -0.854
H 3.068 2.068 1.393
P -2.583 -0.234 1.012
C -3.305 1.190 1.881
C -3.216 0.081 -0.644
H -3.564 -2.595 1.215
H -4.808 -1.290 1.425
H -3.611 -1.560 2.721
C -3.761 -1.586 1.638
H -2.843 -0.537 -1.489
H -4.281 -0.110 -0.431
H -4.391 1.077 1.780
H -3.026 2.125 1.395
H -3.111 1.155 -0.851
H -3.060 1.223 2.944
C 0.015 1.558 1.562
O 0.023 2.453 2.315
Br -0.015 -1.685 3.091
```


(3)
Molecular formula: C38H31Cl2FN5O8S6SbZr
Method: DFT, the ωB97M-V functional and the def2-TZVPD basis

Calculated values
HOMO energy: -0.0283 hartree
ΔE to the lowest compared entry with this formula, charge and spin: 33.000 eV
Spin multiplicity: 1
Total charge: -2

```
93
C38H31Cl2FN5O8S6SbZr (the ωB97M-V functional and the def2-TZVPD basis)
Zr -2.177 -0.149 -0.237
C 3.070 4.397 -1.615
C 2.127 5.273 -0.797
C 2.898 5.979 0.312
C 1.966 6.534 1.380
C 1.185 5.399 1.975
C 0.879 5.317 3.311
C 0.117 4.249 3.785
F -0.165 4.214 5.102
C -0.353 3.269 2.962
C -0.057 3.340 1.595
C -0.635 2.368 0.671
O -1.169 1.322 1.098
C -0.589 2.758 -0.712
C 0.259 3.743 -1.101
N 1.029 4.449 -0.247
C 0.737 4.385 1.109
C -1.527 2.176 -1.756
O -1.283 2.317 -2.935
O -2.598 1.652 -1.230
H 3.867 5.011 -2.041
H 2.558 3.890 -2.432
H 3.517 3.635 -0.974
H 1.681 6.025 -1.456
H 3.493 6.772 -0.143
H 3.588 5.271 0.779
H 1.281 7.256 0.922
H 2.524 7.055 2.158
H 1.205 6.086 4.000
H -0.965 2.457 3.328
H 0.319 3.993 -2.154
N 2.534 -1.546 6.110
C 1.409 -1.621 5.240
C 0.538 -0.539 5.273
C -0.767 -0.230 4.534
C -1.234 -1.291 3.929
C 0.119 -2.966 3.915
C 1.356 -2.907 4.464
S -1.785 -2.916 1.691
O -4.238 -1.584 3.637
O -2.464 -3.214 4.559
N -1.431 -2.235 0.299
C -0.683 -3.482 -0.034
N -1.536 -4.494 0.773
C -0.739 -5.481 1.378
C 0.513 -5.695 0.867
C 1.070 -4.900 -0.131
N 0.508 -3.697 -0.407
H 2.772 -0.598 6.365
H 3.338 -2.024 5.729
H 0.866 0.270 5.926
H -1.191 0.764 4.549
H -1.266 -4.142 3.430
H 2.221 -3.526 4.284
H -1.026 -5.741 2.386
H 1.121 -6.476 1.312
H 2.014 -5.118 -0.608
S -5.918 -0.676 -4.872
Sb -4.097 0.236 -3.847
S -4.725 -0.405 -0.539
S -3.641 -1.580 -1.855
S -2.316 -0.479 -5.368
O -0.528 -0.354 -1.509
S -0.951 -0.517 -3.111
C -0.599 -2.270 -3.375
C -1.626 -3.138 -3.722
C -1.343 -4.479 -3.930
C -0.042 -4.950 -3.818
C 0.974 -4.080 -3.461
C 0.697 -2.742 -3.229
C 0.610 0.101 -3.803
C 1.554 0.624 -2.932
C 2.776 1.072 -3.420
C 3.050 1.011 -4.778
C 2.093 0.499 -5.644
C 0.876 0.038 -5.164
H -2.632 -2.777 -3.871
H -2.150 -5.148 -4.200
H 0.177 -5.994 -4.008
H 1.990 -4.440 -3.352
H 1.494 -2.077 -2.929
H 1.334 0.658 -1.874
H 3.517 1.459 -2.730
H 4.006 1.353 -5.159
H 2.295 0.447 -6.707
H 0.121 -0.353 -5.832
Cl -1.384 -2.831 3.591
C -3.674 -2.881 1.583
Cl -4.362 -4.274 2.419
C -3.941 -1.508 2.266
O -5.237 -1.165 2.619
O -3.100 -0.569 1.857
H -4.097 -2.869 0.582
```


(4)
Molecular formula: C24H23F32IO7
Method: DFT, the ωB97M-V functional and the def2-TZVPD basis

Calculated values
HOMO energy: -0.3657 hartree
Spin multiplicity: 1
Total charge: 0
SMILES: FC(F)C(F)(F)COC(F)(F)C(F)F.FC(F)C(F)(F)COC(F)(F)C(F)F.FC(F)C(F)(F)COC(F)(F)C(F)F.FC(F)C(F)(F)COC(F)(F)C(F)F.COC[C@@H](I)OC=O

```
87
C24H23F32IO7 (the ωB97M-V functional and the def2-TZVPD basis)
F -1.605 -0.423 -3.499
C -2.143 0.766 -3.144
F -1.138 1.679 -3.227
C -2.733 0.742 -1.738
F -1.773 0.531 -0.800
F -3.243 1.987 -1.471
C -3.873 -0.266 -1.531
O -3.510 -1.516 -0.939
C -2.999 -2.495 -1.843
F -3.219 -2.085 -3.115
F -3.776 -3.599 -1.669
C -1.531 -2.849 -1.574
F -0.729 -1.759 -1.653
F -1.065 -3.741 -2.489
H -2.898 1.040 -3.887
H -4.561 0.186 -0.804
H -4.484 -0.402 -2.432
H -1.411 -3.284 -0.578
F 2.898 1.243 -4.207
C 2.293 0.085 -3.861
F 3.082 -0.487 -2.911
C 2.113 -0.857 -5.047
F 3.310 -1.257 -5.550
F 1.502 -1.998 -4.594
C 1.245 -0.303 -6.186
O 1.947 0.269 -7.294
C 2.346 1.630 -7.127
F 1.731 2.143 -6.035
F 1.828 2.299 -8.194
C 3.868 1.806 -7.095
F 4.437 1.088 -6.096
F 4.207 3.106 -6.878
H 1.333 0.321 -3.392
H 0.715 -1.161 -6.620
H 0.445 0.354 -5.825
H 4.318 1.486 -8.039
F 2.475 3.853 2.429
C 1.870 2.695 2.775
F 2.659 2.123 3.725
C 1.690 1.754 1.590
F 2.887 1.353 1.086
F 1.079 0.612 2.042
C 0.821 2.307 0.450
O 1.523 2.880 -0.658
C 1.922 4.240 -0.491
F 1.308 4.754 0.601
F 1.405 4.909 -1.558
C 3.445 4.417 -0.459
F 4.014 3.698 0.540
F 3.784 5.716 -0.242
H 0.910 2.931 3.244
H 0.292 1.449 0.016
H 0.021 2.965 0.811
H 3.895 4.096 -1.403
F 4.227 0.928 9.809
C 4.443 0.054 8.800
F 5.271 -0.905 9.298
C 5.065 0.718 7.577
F 6.305 1.204 7.851
F 5.251 -0.246 6.619
C 4.216 1.828 6.940
O 4.551 3.169 7.308
C 3.978 3.628 8.532
F 3.029 2.749 8.937
F 3.314 4.775 8.221
C 5.027 3.915 9.613
F 5.772 2.818 9.895
F 4.440 4.294 10.779
H 3.493 -0.429 8.551
H 4.411 1.790 5.860
H 3.139 1.636 7.027
H 5.707 4.710 9.295
C -8.848 -7.866 -1.424
O -9.066 -6.392 -1.330
C -8.313 -5.874 -2.520
C -6.916 -5.155 -2.049
I -5.696 -4.671 -3.848
O -7.280 -3.914 -1.345
C -6.420 -3.794 -0.150
O -6.986 -3.955 1.050
H -9.314 -8.425 -0.507
H -9.406 -8.266 -2.397
H -7.679 -8.006 -1.489
H -8.040 -6.732 -3.272
H -9.076 -5.119 -3.043
H -6.263 -5.903 -1.431
H -5.265 -3.594 -0.315
```


(5)
Molecular formula: C5H7N
Method: DFT, the ωB97M-V functional and the def2-TZVPD basis

Calculated values
HOMO energy: -0.3339 hartree
ΔE to the lowest compared entry with this formula, charge and spin: 2.455 eV
Spin multiplicity: 1
Total charge: 0
SMILES: C=C=NCC=C

```
13
C5H7N (the ωB97M-V functional and the def2-TZVPD basis)
C 2.030 0.317 -0.615
C 1.592 -0.257 0.473
N 0.971 -0.778 1.395
C -0.495 -0.666 1.152
C -0.883 0.437 0.208
C -1.507 0.237 -0.946
H 2.053 -0.270 -1.525
H 2.199 1.385 -0.646
H -0.989 -0.514 2.114
H -0.819 -1.633 0.753
H -0.611 1.448 0.515
H -1.711 -0.769 -1.308
H -1.832 1.064 -1.569
```


(6)
Molecular formula: C2H6N2
Method: DFT, the ωB97M-V functional and the def2-TZVPD basis

Calculated values
HOMO energy: -0.3533 hartree
ΔE to the lowest compared entry with this formula, charge and spin: 2.894 eV
Spin multiplicity: 1
Total charge: 0
SMILES: C=N.C=N

```
10
C2H6N2 (the ωB97M-V functional and the def2-TZVPD basis)
C -1.434 0.654 0.605
N -1.572 -0.557 0.381
H -2.277 1.274 0.887
H -0.363 1.099 0.346
H -0.622 -0.976 0.027
C 1.181 -0.688 -0.304
N 1.232 0.593 -0.176
H 1.457 -1.280 0.564
H 1.185 -1.212 -1.264
H 1.213 1.093 -1.065
```


(7)
Molecular formula: C6H11N
Method: DFT, the ωB97M-V functional and the def2-TZVPD basis

Calculated values
HOMO energy (spin up / spin down): -0.3239 / -0.3051 hartree
ΔE to the lowest compared entry with this formula, charge and spin: 4.409 eV
Spin multiplicity: 1
Total charge: 0

```
18
C6H11N (the ωB97M-V functional and the def2-TZVPD basis)
C -1.142 1.387 -1.281
C 0.234 0.973 -0.721
C 0.128 -0.255 0.207
C 1.922 -0.590 1.764
C -0.208 -1.531 -0.569
C -0.742 -0.031 1.328
N -1.433 0.160 2.240
H -1.570 0.622 -1.938
H -1.059 2.307 -1.870
H -1.851 1.573 -0.469
H 0.664 1.821 -0.181
H 0.907 0.751 -1.561
H 1.890 0.312 2.392
H 1.551 -1.437 2.359
H 1.659 -0.510 0.642
H -0.122 -2.432 0.041
H -1.249 -1.473 -0.921
H 0.421 -1.648 -1.460
```


(8)
Molecular formula: C17H20BrCl2N5O6S2
Method: DFT, the ωB97M-V functional and the def2-TZVPD basis

Calculated values
HOMO energy: -0.3204 hartree
Spin multiplicity: 1
Total charge: 0
SMILES: O=C(Nc1ncc(Br)s1)NS(=O)(=O)c1ccc(Cl)c(Cl)c1.CNC(=O)[C@@H](NC(C)=O)[C@@H](C)O

```
53
C17H20BrCl2N5O6S2 (the ωB97M-V functional and the def2-TZVPD basis)
O 1.271 4.922 -1.410
C 1.044 4.577 -0.267
N 0.588 3.323 0.027
C 0.263 2.341 -0.879
N -0.088 1.228 -0.299
C -0.418 0.278 -1.261
C -0.323 0.700 -2.563
Br -0.730 -0.365 -4.097
S 0.221 2.353 -2.642
N 1.324 5.373 0.790
S 1.540 7.018 0.488
O 0.433 7.561 -0.313
O 1.593 7.638 1.819
C 3.166 7.180 -0.318
C 4.339 7.146 0.447
C 5.582 7.278 -0.178
C 5.667 7.451 -1.563
Cl 7.236 7.608 -2.317
C 4.494 7.495 -2.331
Cl 4.567 7.722 -4.062
C 3.251 7.358 -1.706
H 0.569 3.032 0.994
H -0.740 -0.724 -0.997
H 0.772 5.212 1.616
H 4.290 7.027 1.528
H 6.494 7.253 0.411
H 2.346 7.384 -2.313
C -3.184 -4.577 -1.651
N -1.995 -3.777 -1.351
C -1.187 -3.795 -0.279
O -0.171 -3.112 -0.324
C -1.470 -4.595 1.007
N -2.882 -4.946 1.256
C -3.503 -4.827 2.428
C -4.921 -5.347 2.490
O -2.985 -4.337 3.420
C -0.589 -5.855 0.996
C -0.642 -6.655 2.298
O -0.988 -6.722 -0.044
H -3.426 -4.484 -2.711
H -2.992 -5.630 -1.436
H -4.035 -4.220 -1.069
H -1.661 -3.175 -2.088
H -1.121 -3.967 1.827
H -3.371 -5.406 0.507
H -5.538 -4.802 1.779
H -5.308 -5.198 3.498
H -4.926 -6.410 2.253
H 0.445 -5.553 0.823
H -1.629 -7.096 2.435
H -0.425 -5.995 3.139
H 0.104 -7.448 2.272
H -0.349 -7.439 -0.079
```


(9)
Molecular formula: C4H6NO5P
Method: DFT, the ωB97M-V functional and the def2-TZVPD basis

Calculated values
HOMO energy: -0.0013 hartree
ΔE to the lowest compared entry with this formula, charge and spin: 5.174 eV
Spin multiplicity: 1
Total charge: -2
SMILES: N[C@]12CC=[P@]([O-])(O)O[C@@]1([O-])O2

```
17
C4H6NO5P (the ωB97M-V functional and the def2-TZVPD basis)
N -2.238 0.670 0.347
C -0.990 0.478 -0.355
C -0.620 -1.076 -0.537
C 1.009 -1.846 -0.724
P 1.978 -0.609 0.013
O 3.434 -0.583 -0.143
O 1.724 -0.300 1.688
O 1.410 0.924 -0.506
C 0.108 1.397 -0.115
O 0.132 2.319 0.753
O -0.776 1.423 -1.343
H -2.142 1.634 0.721
H -3.004 0.764 -0.423
H -1.252 -1.461 -1.501
H -0.937 -1.714 0.362
H 0.896 -2.554 0.073
H 1.269 0.533 1.690
```


(10)
Molecular formula: C30H33F7N2O6
Method: DFT, the ωB97M-V functional and the def2-TZVPD basis

Calculated values
HOMO energy: -0.0040 hartree
Spin multiplicity: 1
Total charge: -2

```
78
C30H33F7N2O6 (the ωB97M-V functional and the def2-TZVPD basis)
C 5.657 2.409 1.350
C 4.207 3.004 0.867
C 3.038 1.840 0.658
C 2.968 1.004 2.066
C 1.673 0.014 2.228
C 0.680 -0.007 0.882
N -0.414 1.024 0.857
C -1.212 0.802 -0.397
C -2.502 1.840 -0.637
C -2.761 3.047 0.491
C -1.512 4.134 0.511
C -0.861 4.177 2.035
C -1.348 5.526 2.883
O -2.029 5.174 4.141
C -3.427 4.741 3.900
C -3.511 1.719 -1.937
C -4.793 2.742 -2.225
C -3.268 0.541 -3.065
C -1.992 -0.468 -2.858
C -1.731 -1.659 -3.959
C -1.045 -1.165 -5.363
O -1.404 0.254 -5.691
C 0.568 -1.458 -5.487
F 1.354 -0.235 -5.202
F 0.796 -1.884 -6.919
F 1.066 -2.575 -4.652
C -0.976 -0.327 -1.544
N 0.169 -1.296 -1.474
C 1.011 -1.138 -0.240
C 2.298 -2.186 -0.083
F 2.026 -3.307 0.854
F 3.590 -1.473 0.189
C 2.514 -2.897 -1.581
F 3.651 -3.882 -1.579
F 2.951 -1.810 -2.531
H 5.636 1.780 2.336
H 6.157 1.730 0.520
H 6.350 3.353 1.582
H 3.839 3.731 1.737
H 4.418 3.617 -0.135
H 3.336 1.193 -0.271
H 2.017 2.399 0.403
H 3.932 0.305 2.089
H 3.099 1.749 2.990
H 0.985 0.453 3.094
H 1.943 -1.088 2.583
H -3.754 3.615 0.215
H -2.929 2.539 1.549
H -1.819 5.216 0.171
H -0.646 3.789 -0.208
H 0.307 4.200 1.933
H -1.201 3.255 2.681
H -2.092 6.153 2.226
H -0.373 6.169 3.031
H -3.390 3.584 3.720
H -4.076 4.977 4.864
H -3.935 5.262 2.981
H -4.575 3.840 -1.883
H -5.722 2.243 -1.699
H -5.027 2.725 -3.389
H -3.942 0.374 -4.020
H -1.171 -2.529 -3.408
H -2.802 -2.099 -4.251
H -1.560 -1.806 -6.228
H -0.944 0.885 -5.062
H 1.570 -3.482 -1.950
C 1.091 -6.112 1.902
C 0.474 -6.443 0.755
C -0.676 -7.427 0.948
O -1.424 -7.811 0.043
C -0.915 -7.970 2.311
C -0.289 -7.648 3.457
C 0.790 -6.583 3.279
O 1.437 -6.087 4.206
O -0.494 -8.112 4.620
O 0.733 -6.038 -0.420
H 1.915 -5.408 1.867
H -1.704 -8.713 2.339
```


(11)
Molecular formula: C7H28N2O9P
Method: DFT, the ωB97M-V functional and the def2-TZVPD basis

Calculated values
HOMO energy: -0.1344 hartree
Spin multiplicity: 1
Total charge: -1

```
47
C7H28N2O9P (the ωB97M-V functional and the def2-TZVPD basis)
C 4.181 -0.677 -0.279
O 3.242 0.395 -0.023
C 1.959 0.093 -0.639
C 0.965 -0.461 0.509
C 0.015 0.699 1.082
C -1.535 0.315 1.174
N -1.922 -0.318 -0.124
C -3.045 -1.289 0.011
C -2.657 -2.561 -0.937
O -3.327 -3.643 -0.965
O -1.532 -2.428 -1.754
P -2.172 0.843 -1.415
N -1.818 2.373 -1.015
H 5.019 -0.630 0.496
H 4.650 -0.580 -1.336
H 3.654 -1.684 -0.195
H 1.577 1.039 -1.148
H 2.105 -0.723 -1.447
H 0.418 -1.354 0.057
H 1.605 -0.877 1.372
H 0.359 0.964 2.144
H 0.214 1.641 0.454
H -1.660 -0.438 2.038
H -2.218 1.214 1.430
H -4.049 -0.900 -0.373
H -3.173 -1.711 1.070
H -1.326 0.428 -2.503
H -3.527 0.700 -1.852
H -2.690 2.909 -1.140
O -4.657 -1.604 3.205
H -4.358 -2.518 3.283
H -5.608 -1.680 3.066
O 4.975 -2.903 -1.542
H 4.903 -3.834 -1.298
H 4.653 -2.873 -2.452
O -0.642 -0.313 4.126
H 0.305 -0.427 4.271
H -1.011 -0.269 5.017
O 5.718 0.881 -2.801
H 4.982 1.404 -2.455
H 6.497 1.411 -2.599
O -3.210 2.385 -3.761
H -2.955 3.301 -3.930
H -4.143 2.352 -4.007
O 0.483 3.393 2.396
H -0.365 3.842 2.503
H 1.117 4.113 2.288
```


| no. | largest force on an atom (eV/Å) |
| --- | --- |
| 1 | 1.2 |
| 2 | 8.1 |
| 3 | 8.4 |
| 4 | 9.0 |
| 5 | 0.8 |
| 6 | 2.7 |
| 7 | 1.8 |
| 8 | 4.2 |
| 9 | 3.6 |
| 10 | 7.6 |
| 11 | 5.7 |